Computed, not measured: 10 unconnected molecules or ions with the total composition C32H59ClF5N10O25PS2 at a distorted geometry, with ωB97M-V/def2-TZVPD.

Structure (XYZ):
```
135
Properties=species:S:1:pos:R:3:forces:R:3
Cl 1.11625 0.66943 0.17963 -0.887 -0.135 -0.491
S -0.07429 1.33529 -2.36890 -0.432 4.048 -0.483
S 3.67589 -1.28709 -1.00525 -0.421 -0.067 -0.109
P 2.96230 -1.46240 -2.80755 3.514 0.404 1.056
F -3.84275 0.54356 -5.64988 -1.465 -0.290 0.597
F -2.16203 -3.02177 -1.27970 0.673 1.405 0.227
F -2.21386 -1.84533 0.56055 -0.053 0.838 -1.519
F -6.08000 0.64518 -5.23395 1.735 -0.196 -0.248
F -5.07949 -1.28854 -5.51263 0.430 1.509 0.237
O 3.64763 9.85710 1.74463 -0.191 -0.054 0.229
O 0.22742 2.74526 -2.15501 0.647 -2.230 0.487
O 4.48682 -6.81600 2.21629 -0.192 -0.184 0.093
O 3.95036 -0.51138 -3.80032 -1.521 -1.112 0.900
O 2.19556 9.72788 3.34429 0.716 0.225 -0.121
O -5.90661 -2.30907 4.60396 0.154 0.250 -0.075
O 1.34777 0.63487 -2.76192 -1.576 -0.229 0.842
O -0.84060 6.66158 2.31918 0.186 -0.012 0.247
O 0.24924 -2.95743 -2.60758 0.015 0.795 0.745
O 0.86481 -1.85803 -6.81961 0.629 0.135 0.560
O -0.38796 10.71386 5.57766 0.040 -0.087 0.228
O -5.13078 -6.81031 0.41325 0.066 0.192 0.257
O 0.28822 8.28409 -0.59052 0.136 0.002 -0.215
O -4.72649 -5.59455 2.15690 -0.069 -0.311 -0.220
O -4.68711 -0.65015 3.93463 -0.143 -0.193 0.029
O 0.17918 9.82576 7.46756 -0.017 0.164 -0.221
O 6.23701 1.66986 -2.62339 0.101 0.093 -0.008
O 1.45078 -2.60184 3.11443 0.091 0.132 0.212
O 2.67425 -7.57815 3.12365 0.380 -0.117 -0.004
O -1.14771 1.21915 -3.34359 1.096 -1.778 0.932
O 0.29637 7.07639 4.11419 -0.064 -0.146 -0.278
O 7.10898 3.64460 -2.76045 -0.153 -0.269 0.008
O 1.05205 7.64208 -2.51098 -0.095 0.154 0.264
O 2.58884 -2.15066 4.89890 -0.137 -0.071 -0.229
O 3.23306 -3.01745 -3.27575 -0.922 1.509 -0.380
N 0.51428 7.44111 -1.43894 0.028 -0.139 -0.070
N 1.99563 -1.83579 3.88480 0.053 -0.036 0.080
N 0.32777 10.61462 6.55635 -0.060 -0.078 -0.049
N -5.31790 -6.48137 1.56568 0.014 -0.104 -0.182
N 3.86415 -7.32796 3.12796 0.019 -0.027 0.026
N -0.29126 7.41437 3.10163 -0.048 0.147 0.016
N -5.10777 -1.78996 3.84900 -0.033 -0.024 0.018
N -2.30064 3.47436 -0.58008 -0.365 -0.968 -0.026
N 3.18798 9.34948 2.74606 0.058 0.034 0.000
N 6.27372 2.81227 -3.04529 -0.032 0.001 -0.031
C -5.51374 0.17576 -1.11398 1.690 -0.890 -0.665
C 1.53680 -5.33224 1.51700 -1.201 -1.144 -0.857
C -1.53987 1.20101 0.08700 -1.153 2.141 -0.075
C 0.01263 -1.57397 -2.45799 -1.293 0.558 -0.252
C -2.46246 2.21331 -0.71263 0.091 0.397 -0.249
C 1.24011 -0.78198 -3.07334 -0.733 -0.257 -3.121
C 0.57265 -5.25038 -1.88984 0.184 0.776 -1.044
C -0.78443 -6.27046 0.64502 -0.243 0.673 -0.661
C 1.48945 11.53839 6.65028 0.137 0.237 -0.158
C 0.09296 6.04767 -1.12979 0.010 -0.271 -0.200
C -2.06251 -1.68719 -0.82808 -0.178 -1.052 -0.854
C 0.99302 -0.74368 -4.66748 0.321 -0.401 -0.146
C 3.90021 8.16086 3.28693 -0.046 -0.221 0.270
C 1.01143 -5.52469 -3.39510 -0.515 -0.775 0.580
C 5.20350 3.22842 -3.99214 -0.260 -0.120 -0.131
C 1.28456 -2.07337 -5.43601 0.477 0.644 -1.233
C -6.35794 -7.21969 2.33084 -0.191 -0.210 0.002
C -3.49833 -0.80312 -2.91361 -0.559 0.239 0.045
C -5.70309 0.35176 -2.54748 1.410 -0.942 0.518
C 0.71706 -3.70739 -1.49946 0.476 -2.362 1.409
C 0.78046 -6.33787 0.53739 0.845 -0.462 0.662
C -3.25411 -0.97944 -1.50349 -3.257 1.788 0.762
C 4.61941 -7.68179 4.35908 0.261 0.051 0.145
C -0.60730 -1.08808 -1.07310 0.582 -1.052 1.434
C -4.69393 -0.14625 -3.46845 0.439 0.168 2.741
C -0.34338 8.86808 2.79054 -0.220 0.222 0.068
C 1.36739 -6.18915 -0.92004 -0.733 -0.585 -0.386
C -4.31732 -0.46889 -0.59859 -0.156 0.034 -2.084
C -0.46285 0.46693 -0.75912 0.730 -0.695 -0.007
C -4.59529 -2.61122 2.72017 -0.101 -0.308 0.003
C -4.89553 -0.00823 -4.99692 -0.648 -1.553 0.780
C 1.92598 -0.38878 3.55164 0.112 0.289 0.122
H 5.66046 -7.40407 4.22164 -0.116 0.014 -0.081
H -6.62987 0.82642 -2.92994 0.868 -0.374 0.314
H 4.91516 8.46899 3.52808 -0.027 -0.021 -0.168
H -1.22253 -6.90011 1.45980 0.651 0.603 -0.495
H 1.07978 -7.36830 0.89347 -0.278 0.984 -0.423
H 0.84006 -6.62239 -3.60517 0.163 1.065 0.276
H 0.13679 9.01301 1.82513 -0.185 -0.071 -0.029
H 4.72330 -0.22932 -3.25066 -0.737 -0.221 -0.283
H -6.79746 -7.97327 1.68389 0.107 0.100 -0.025
H 0.32828 -4.97856 -4.09333 0.935 -0.255 0.503
H 0.72867 -2.97567 -5.09665 0.602 0.823 0.072
H 1.34955 -7.22019 -1.38438 -0.029 1.039 0.320
H -3.51523 -2.68149 2.82904 -0.052 0.101 -0.087
H 3.37873 7.81630 4.17594 -0.059 0.080 -0.113
H 0.17988 9.40893 3.56448 -0.242 -0.162 0.011
H -3.01855 3.93465 -1.16179 0.421 -0.029 0.316
H 4.53287 2.38832 -4.15294 0.092 0.024 0.083
H 2.40045 -0.25219 2.58260 -0.138 -0.079 0.002
H -0.82838 -1.36151 -3.18626 1.080 -0.210 0.646
H 1.61566 -1.41373 -7.25199 -0.601 -0.237 0.095
H 4.67385 4.06461 -3.54111 0.124 0.025 -0.067
H 5.68518 3.52227 -4.92204 0.008 0.106 0.119
H 1.49651 12.18034 5.77402 -0.073 -0.118 0.033
H -5.05118 -3.59587 2.76601 0.065 0.258 0.089
H 4.17741 -7.12861 5.18487 -0.071 -0.119 -0.049
H 4.52159 -8.75500 4.50613 -0.121 0.087 0.037
H -4.20521 -0.59048 0.49933 -0.065 0.165 -1.003
H 1.65898 0.06545 -5.08645 -0.514 -0.910 0.505
H 0.35493 5.40814 -1.96779 0.001 0.105 0.050
H 2.38956 10.92933 6.69033 -0.085 0.011 0.116
H 2.39996 -2.23695 -5.50665 -1.157 -0.281 0.649
H -5.86957 -7.68129 3.18614 -0.035 0.155 0.014
H 1.77828 -3.50233 -1.17100 -0.946 0.137 -0.706
H 0.10709 -3.62284 -0.55047 0.332 0.394 -1.164
H 0.87486 -0.11051 3.51885 0.058 -0.061 -0.138
H 1.54217 -4.33945 1.00407 0.177 -0.567 0.918
H -0.54188 -5.42881 -1.89178 1.161 -0.099 0.292
H 1.36920 12.12470 7.55853 0.051 -0.146 0.018
H -7.10696 -6.49704 2.64733 0.131 -0.006 0.091
H -1.29598 -6.59615 -0.30576 0.580 0.167 0.911
H 2.55080 -5.76598 1.66971 -0.773 0.922 -0.188
H 2.44960 0.17306 4.31984 -0.030 -0.140 -0.011
H -2.24126 0.58548 0.69649 0.919 -0.166 -0.692
H -1.39117 9.15998 2.75821 0.029 -0.144 -0.151
H 3.80013 -3.41458 -2.58710 -0.242 0.298 -0.094
H -1.11367 -5.19921 0.80279 0.241 -1.069 -0.054
H 0.61824 5.73775 -0.22944 -0.197 0.072 0.052
H -4.86638 -2.10435 1.79766 0.105 0.012 0.073
H -0.03349 -1.54946 -0.21354 -0.461 0.355 -1.060
H -6.25974 0.50729 -0.35221 0.607 -0.208 -1.036
H 3.89369 7.39538 2.51422 0.099 0.108 -0.010
H -0.98280 6.05668 -0.97371 0.110 0.008 0.200
H -3.27226 1.88045 -1.40799 0.822 -0.463 0.678
H 0.96606 -5.34476 2.47942 0.704 0.460 -0.690
H -1.01960 1.87335 0.82589 -0.394 -0.730 -0.906
H 2.45959 -5.89656 -0.91624 -1.096 -0.136 0.220
H -0.05250 -0.43188 -4.92363 0.793 -0.265 0.615
H 2.09744 -5.34144 -3.57714 -0.934 0.181 0.037
H -2.77380 -1.19784 -3.65596 -0.562 0.329 0.623
```
Positions in Å, forces in eV/Å.

Properties
ΔE to the lowest compared entry with this formula, charge and spin: 0.0 kcal per mole
M: 1209.42 g/mol
SMILES string: [H]/N=C/C[C@@]1(Cl)[C@@H](C(F)(F)c2cccc(C(F)(F)F)c2)[C@H](OC[C@@H](C)CC(C)C)[C@](CCO)(P(O)(O)=S)OS1(=O)=O.C[N+](=O)[O-].C[N+](=O)[O-].C[N+](=O)[O-].C[N+](=O)[O-].C[N+](=O)[O-].C[N+](=O)[O-].C[N+](=O)[O-].C[N+](=O)[O-].C[N+](=O)[O-]
HOMO-LUMO gap: 9.0 eV
strongest force on any atom: 4.10 eV Å⁻¹
lowest unoccupied orbital energy: -0.0112 Ha

Computed, not measured: 12 unconnected molecules or ions with the total composition C32H59N12O15 at a distorted geometry, with ωB97M-V/def2-TZVPD.

Structure (XYZ):
```
118
Properties=species:S:1:pos:R:3:forces:R:3
O 1.66181 -2.55580 4.04919 -0.560 0.558 0.616
O 4.69681 -1.63080 -0.80581 2.683 0.120 -0.837
O -4.20019 -1.22480 -2.08281 -2.109 1.114 -0.247
O 2.25181 0.39220 -3.17181 -0.078 2.267 -1.051
O -0.12719 5.26520 3.17119 -0.574 -2.326 -1.204
O -0.52219 4.11920 -0.74181 0.736 0.083 -1.134
O -2.86619 -0.88480 5.29319 -5.514 -0.852 -2.549
O -0.43619 -1.38480 2.32019 1.749 1.577 -5.549
O -1.51319 3.57720 3.10119 0.330 -1.921 0.254
O -1.29819 -1.48480 6.53819 0.305 1.705 -0.435
O 1.60481 2.40720 -3.63681 -4.752 3.383 -1.610
O 1.59681 4.24820 -1.10981 -0.325 -0.277 -0.811
O 2.14281 -3.18380 2.04819 -1.300 -1.677 2.662
O -5.43519 -0.45580 -0.48481 -0.355 0.057 -1.995
O 6.50281 -2.64580 -0.08181 -1.167 2.259 -2.446
N -4.46119 3.93620 -4.45381 -2.236 0.743 0.404
N 0.44681 4.55320 -1.38281 0.738 -0.250 3.389
N 1.78281 -3.44180 3.24919 2.048 2.716 -1.345
N 0.88781 -3.53980 -4.15181 2.560 1.161 1.305
N -0.18419 -1.05980 1.11419 -2.421 -1.012 4.303
N 5.93481 -1.82680 -0.87181 -1.508 -2.627 4.386
N -1.85319 -0.66280 5.78619 4.448 -1.602 3.126
N -1.01019 4.54120 2.62319 0.594 4.759 2.215
N 2.40481 1.62220 -3.43481 5.012 -5.488 3.268
N -3.47119 -4.13580 2.73619 5.195 -8.765 -4.298
N -5.17419 -0.53880 -1.69981 2.714 -2.608 2.872
N 2.73481 3.35520 3.51419 7.930 -4.011 -6.148
C 4.30581 1.92720 2.58919 -2.854 3.706 1.243
C -0.48519 -1.30580 -1.42781 1.137 2.548 3.759
C -2.75819 -6.04980 1.39919 -1.307 6.388 3.600
C -5.85919 0.28920 -2.61481 1.374 0.268 -3.968
C -3.69519 -4.77380 1.42219 4.510 -2.989 4.168
C 2.09881 -2.94580 -3.76281 1.714 -0.515 1.085
C -3.55119 3.04920 -5.02781 0.699 1.864 2.695
C 2.89081 3.75020 2.14619 0.637 -1.046 1.049
C -1.91019 -6.02480 2.61919 -4.223 3.076 0.984
C 1.89281 -4.91180 -2.49581 -3.276 3.103 -2.335
C 2.04281 -0.11780 0.55819 0.126 -1.597 -3.261
C 1.67081 -4.83580 3.75219 7.102 1.564 -4.739
C 2.74181 -3.75780 -2.61481 -2.855 1.518 -3.742
C 3.82981 2.86620 1.49019 -2.015 0.565 5.471
C -0.57819 0.23820 -1.60881 -2.471 -3.329 -0.985
C 3.65681 2.33520 3.89219 0.250 0.579 -7.777
C -2.58719 2.70720 -3.89381 -8.176 3.941 -0.103
C -1.84319 5.32520 1.67419 2.060 -3.544 -4.149
C 0.53981 0.20320 0.75719 0.239 1.939 2.239
C -1.22319 0.54620 5.31119 -0.669 3.694 -2.576
C -2.49919 -4.88780 3.50019 -0.652 -1.290 -5.215
C -4.40519 4.05820 -3.03081 4.819 -3.234 -2.533
C 0.38181 1.23820 1.97319 -4.418 -6.336 2.449
C 3.82681 2.20220 -3.17681 -1.824 -1.587 -0.485
C -0.07619 0.94020 -0.41081 -2.869 -0.287 -0.800
C -3.19819 3.29020 -2.61281 -1.026 0.896 -1.437
C -2.44319 -1.56880 0.28919 1.089 3.229 -5.479
C -0.77319 -3.29980 0.14819 3.374 -0.172 2.425
C 0.68281 -4.61980 -3.35481 3.940 -0.620 1.381
C 6.77181 -1.12280 -1.79581 0.681 2.815 -1.957
C -0.91619 -1.79480 0.04419 -1.069 -0.429 -1.995
C 0.19781 5.66720 -2.23881 -1.223 2.752 0.702
H -2.82519 3.25720 -1.45381 -0.829 -0.064 -3.464
H 5.05581 1.19820 2.42719 0.480 -0.622 0.212
H -5.84719 1.20420 -2.20381 -0.168 3.368 1.817
H 0.76181 2.11120 1.81019 3.240 4.900 -1.403
H -1.16519 5.88720 0.96719 -1.015 -0.743 0.858
H -0.93619 -1.84080 -2.13281 -3.552 -2.021 -2.534
H -2.38019 5.92520 2.27219 -2.001 2.238 1.985
H -0.76019 1.55720 2.05419 2.067 -1.284 0.028
H -5.22419 4.47020 -5.05881 2.281 -1.794 1.957
H 6.08381 -0.47480 -2.48081 1.430 -1.224 1.365
H -1.64119 0.50020 -1.95381 1.237 -0.210 1.058
H -6.83819 0.14720 -2.97281 -1.353 -1.381 0.403
H 7.30981 -1.85880 -2.37681 -0.127 -0.271 -0.245
H 3.76881 1.85020 4.80519 -0.237 -0.359 1.467
H -0.94219 0.32620 4.21519 -0.463 0.420 1.858
H 3.59481 2.75920 -2.24081 0.964 0.071 -0.999
H -0.82719 5.53820 -2.47281 -0.781 -0.287 -1.650
H 2.54581 0.71320 0.11319 -0.191 1.164 -0.071
H 2.12681 3.66820 4.07719 -5.593 3.401 5.088
H 2.38881 4.73620 1.87019 0.677 -1.865 0.072
H 1.08381 -4.92280 4.49719 -4.065 -0.256 5.276
H -0.14719 -5.21280 -3.50481 -1.531 -1.229 -0.173
H -3.01819 -2.22380 -0.36481 0.301 0.403 -0.021
H 1.88481 -5.79180 -1.88381 0.327 0.058 0.401
H -0.81419 -3.84480 1.13719 -0.546 1.114 -0.888
H -1.98319 1.45420 5.31619 0.891 -2.366 -0.305
H -3.75419 3.04120 -6.16981 1.411 -0.714 2.164
H 4.47581 1.32920 -3.11181 0.032 0.365 0.480
H 0.05181 6.63620 -1.64981 0.779 -1.447 0.111
H -0.89319 1.67720 -0.42781 -0.222 -0.230 2.640
H -4.23919 -4.18380 0.72219 -0.437 -0.308 -0.583
H 3.56781 -3.33480 -2.02281 -0.362 -0.803 -0.546
H -2.46519 4.50220 1.19619 0.582 1.585 0.152
H -2.36919 -4.51480 4.47319 0.634 -0.071 1.144
H 2.79681 -5.11680 3.97519 -2.510 0.169 -0.621
H 7.62581 -0.49480 -1.32181 -1.928 -1.045 -0.253
H -0.42519 1.05920 5.80419 0.962 -1.057 0.864
H -1.74119 2.25520 -4.10481 3.936 -2.442 -0.326
H 2.40981 -0.92080 -0.20981 -1.547 0.865 1.399
H 1.29881 -5.10880 2.83919 -0.834 -2.989 -1.915
H -2.70519 -1.68480 1.19319 -1.307 -2.230 7.063
H -1.19719 -6.81380 2.95719 -0.799 0.995 -0.316
H 3.95681 2.66020 -4.14781 0.625 1.098 0.430
H 4.02781 2.98320 0.45919 0.626 -0.260 -0.699
H 0.45281 -1.64080 -1.79681 2.027 -0.134 1.036
H -5.25419 0.45120 -3.54381 -0.173 -0.724 0.869
H 0.74381 0.79320 2.99119 -0.527 0.901 -2.007
H -1.18819 -3.86680 -0.59381 -2.523 -0.844 -1.767
H 2.55681 -0.30780 1.43419 0.613 -0.562 2.082
H -4.02519 -3.44680 2.97919 -2.983 4.186 2.106
H -2.57819 -6.60880 0.55219 0.095 -1.194 -1.564
H 0.31581 -3.08880 -4.88281 0.313 -0.953 0.880
H 0.60281 1.62020 -0.70481 3.287 1.972 -0.916
H -0.01319 0.44120 -2.44881 1.349 0.499 -1.734
H -2.83919 -0.50680 0.27819 0.799 -0.678 -1.302
H 2.53881 -2.09680 -4.43781 -0.980 -1.670 1.845
H 0.95881 5.91820 -2.94581 0.189 -0.647 -0.680
H -4.99119 4.74720 -2.51281 -0.907 0.730 0.678
H 0.21781 -3.48880 -0.21681 1.372 -0.082 0.342
```
Positions in Å, forces in eV/Å.

Properties
ΔE to the lowest compared entry with this formula, charge and spin: 22.2 kcal per mole
M: 851.89 g/mol
HOMO-LUMO gap: 4.5 eV
net charge: +1
strongest force on any atom: 11.06 eV Å⁻¹
lowest unoccupied orbital energy: -0.1809 Ha

- Number 1 is which compound?
  C32H59ClF5N10O25PS2